No. 1
{"formula": "C8H14N4O2", "method": "ωB97M-V/def2-TZVPD", "mol_weight_g_mol": 198.23, "e_lumo_ev": 0.748, "de_lowest_kcal_mol": 100.2, "largest_force_ev_per_a": 4.5, "gap_ev": 10.015, "total_charge": 0, "symbols": ["C", "C", "C", "C", "C", "C", "C", "C", "N", "N", "N", "N", "O", "O", "H", "H", "H", "H", "H", "H", "H", "H", "H", "H", "H", "H", "H", "H"], "xyz": [[-0.0272, -1.1739, 1.8260], [-1.0778, -1.2360, 0.9529], [1.3629, -0.8175, 1.2899], [0.4067, -0.2150, -0.8550], [-1.0276, -0.7927, -0.4895], [1.2592, 0.3443, 0.3965], [-1.2184, -2.0489, -1.4263], [-2.0470, 0.2692, -0.8071], [0.7000, 1.5060, 0.9614], [0.6080, 2.4986, 0.1702], [0.1830, 3.5658, 0.6753], [2.6590, 0.4888, -0.1360], [2.9364, -0.2080, -1.0764], [3.4045, 1.2668, 0.3931], [-0.2591, -1.5073, 2.8295], [-2.1304, -1.5650, 1.2802], [2.0296, -0.6126, 2.0788], [1.7736, -1.7068, 0.7692], [0.9108, -1.1259, -1.1571], [0.3761, 0.6515, -1.5427], [-1.2758, -1.7055, -2.5547], [-2.1848, -2.5460, -1.2028], [-0.2902, -2.7021, -1.3437], [-2.2627, 0.0537, -1.8761], [-2.0155, 1.3268, -0.6290], [-3.0280, -0.0394, -0.3610], [-0.1403, 3.5974, 1.6575], [0.3750, 4.4338, 0.1768]], "nbo_charge": [-0.19, -0.16, -0.46, -0.40, -0.12, 0.19, -0.60, -0.62, -0.34, 0.04, -0.54, 0.54, -0.38, -0.37, 0.22, 0.21, 0.23, 0.24, 0.23, 0.23, 0.21, 0.22, 0.22, 0.21, 0.23, 0.20, 0.37, 0.40]}

No. 2
{"formula": "C8H14NO2", "method": "ωB97M-V/def2-TZVPD", "mol_weight_g_mol": 156.21, "e_lumo_ev": -3.093, "de_lowest_kcal_mol": 66.5, "largest_force_ev_per_a": 5.2, "gap_ev": 8.954, "total_charge": 1, "symbols": ["C", "C", "C", "C", "C", "C", "C", "C", "N", "O", "O", "H", "H", "H", "H", "H", "H", "H", "H", "H", "H", "H", "H", "H", "H"], "xyz": [[1.1367, 0.7342, 1.9809], [1.3330, 0.9800, 0.5553], [-0.0793, 0.3783, 2.4779], [0.4582, 0.4183, -0.2771], [-1.1980, -0.0778, 1.5945], [-0.9173, -0.3177, 0.1744], [1.3578, 1.3968, -2.1830], [0.2744, -2.4782, -0.2564], [-1.9697, 0.2641, -0.8128], [0.3812, 0.4977, -1.6312], [-0.9564, -1.6994, -0.2492], [1.9945, 0.9778, 2.6669], [2.1801, 1.5989, 0.2023], [-0.2696, 0.4733, 3.5342], [-1.2896, -1.1928, 2.0700], [-2.1034, 0.4309, 1.7154], [2.2222, 0.8772, -1.8320], [1.1715, 2.3538, -1.7618], [1.1421, 1.4178, -3.2328], [0.6174, -2.9864, 0.6416], [1.0158, -1.8562, -0.9115], [-0.1659, -3.2578, -0.9017], [-2.2854, 1.1633, -0.6915], [-2.6711, -0.4566, -1.1596], [-1.3790, 0.3604, -1.7127]], "nbo_charge": [-0.23, -0.31, -0.16, 0.27, -0.52, 0.41, -0.24, -0.27, -0.72, -0.55, -0.56, 0.24, 0.26, 0.24, 0.29, 0.24, 0.20, 0.19, 0.22, 0.21, 0.20, 0.22, 0.43, 0.47, 0.47]}

No. 3
{"formula": "C8H14NO2S", "method": "ωB97M-V/def2-TZVPD", "mol_weight_g_mol": 188.27, "e_lumo_ev": -3.170, "de_lowest_kcal_mol": 82.9, "largest_force_ev_per_a": 5.8, "gap_ev": 10.293, "total_charge": 1, "symbols": ["C", "C", "C", "C", "C", "C", "C", "C", "N", "O", "O", "S", "H", "H", "H", "H", "H", "H", "H", "H", "H", "H", "H", "H", "H", "H"], "xyz": [[-0.9123, -2.5132, 0.8851], [-0.9587, 2.2127, 0.0542], [0.0966, -2.1614, -0.1840], [0.1788, 2.6651, 0.6046], [-0.9464, 0.7370, -0.3163], [0.9723, 0.8505, -1.7365], [0.9538, -0.8711, 0.2190], [1.2092, 1.5701, 0.5123], [0.5918, 0.4926, -0.3115], [-2.9490, -0.7771, 0.0319], [-1.1723, -1.3713, 1.7024], [-2.0882, -0.1249, 0.9803], [-1.9010, -2.8898, 0.5201], [-0.5123, -3.2031, 1.5830], [-1.9951, 2.5239, 0.0227], [-1.3993, 0.5005, -1.2373], [0.9252, -2.9367, -0.2570], [0.3186, 3.4813, 1.1428], [-0.2448, -2.0156, -1.1278], [0.5713, 0.1690, -2.5675], [0.6777, 1.8214, -1.9042], [2.1140, 0.8272, -1.7423], [1.9804, -1.1367, -0.0184], [0.9344, -0.7404, 1.2914], [1.3466, 1.0818, 1.5274], [2.2087, 1.8083, 0.3253]], "nbo_charge": [-0.10, -0.21, -0.44, -0.15, -0.28, -0.41, -0.22, -0.26, -0.22, -0.91, -0.69, 1.56, 0.23, 0.22, 0.25, 0.25, 0.25, 0.24, 0.22, 0.25, 0.23, 0.23, 0.24, 0.24, 0.23, 0.25]}

No. 4
{"formula": "C8H14NO5", "method": "ωB97M-V/def2-TZVPD", "mol_weight_g_mol": 204.20, "e_lumo_ev": 3.021, "de_lowest_kcal_mol": 0.0, "largest_force_ev_per_a": 3.3, "gap_ev": 5.624, "total_charge": -1, "symbols": ["C", "C", "C", "C", "C", "C", "C", "C", "N", "O", "O", "O", "O", "O", "H", "H", "H", "H", "H", "H", "H", "H", "H", "H", "H", "H", "H", "H"], "xyz": [[1.3421, -0.9584, -1.2305], [-0.9160, 0.3553, -0.7510], [-0.3283, 2.2438, -2.7542], [1.3959, 0.2276, 1.4590], [-0.8011, -0.5378, 2.0211], [0.9230, -2.1374, 1.5458], [0.0547, -0.8119, -0.2758], [-1.3030, 2.0164, -1.6333], [0.3886, -0.8104, 1.2091], [2.4046, -1.3031, -0.6728], [-0.6548, 1.7323, -0.3618], [1.1164, -0.7936, -2.4193], [-2.2311, -0.0086, -0.2501], [-2.5155, 2.2495, -1.6666], [-0.0585, 3.3020, -2.7779], [-0.7897, 1.9800, -3.7003], [0.5603, 1.6427, -2.6063], [2.2879, -0.0348, 0.8867], [1.0025, 1.1763, 1.0951], [1.6233, 0.2829, 2.5248], [-1.6148, -1.1868, 1.7061], [-0.5736, -0.6978, 3.0773], [-1.1202, 0.4878, 1.8538], [1.2789, -2.1580, 2.5767], [0.1443, -2.8874, 1.4141], [1.7482, -2.3341, 0.8536], [-0.5585, -1.6984, -0.4584], [-2.8058, 0.6620, -0.6648]], "nbo_charge": [0.77, 0.21, -0.69, -0.45, -0.41, -0.44, -0.23, 0.72, -0.23, -0.81, -0.65, -0.70, -0.83, -0.73, 0.19, 0.22, 0.25, 0.28, 0.26, 0.18, 0.24, 0.18, 0.25, 0.19, 0.20, 0.29, 0.23, 0.49]}

No. 5
{"formula": "C8H14O", "method": "ωB97M-V/def2-TZVPD", "mol_weight_g_mol": 126.20, "spin_multiplicity": 2, "e_lumo_ev": [3.923, 3.831], "largest_force_ev_per_a": 2.0, "gap_ev": [3.969, 6.806], "total_charge": -1, "s_squared": 0.761, "symbols": ["C", "C", "C", "C", "C", "C", "C", "C", "H", "H", "H", "H", "H", "H", "H", "H", "H", "H", "H", "H", "H", "H", "O"], "xyz": [[0.9277, -2.1843, -0.7942], [0.0569, -1.4809, 0.2139], [-0.5935, -2.2392, 1.1319], [-0.7303, 0.7111, 1.0293], [-0.2709, -0.0744, -0.0327], [0.0284, 0.5441, -1.3382], [-0.4157, 0.0647, -2.5186], [-1.1981, 2.1390, 0.9799], [0.2927, -2.6006, -1.5840], [1.6111, -1.5656, -1.3765], [1.3840, -3.1097, -0.4188], [-1.2647, -1.8689, 1.8894], [-0.5108, -3.3216, 1.1359], [-0.8786, 0.2218, 1.9841], [0.4846, 1.5027, -1.1196], [-1.0817, -0.7822, -2.5590], [-0.1840, 0.6319, -3.4173], [-1.3109, 2.5495, -0.0238], [-2.1957, 2.2674, 1.4381], [-0.5063, 2.8286, 1.4883], [1.5298, 1.6069, 0.9197], [2.6585, 1.8454, 1.8275], [2.1677, 2.3145, 1.1446]], "mulliken_spin": [-0.01, 0.01, 0.22, 0.61, -0.11, 0.15, 0.10, -0.14, 0.02, 0.00, 0.00, 0.03, 0.01, 0.08, -0.03, 0.01, 0.00, 0.00, 0.04, 0.03, 0.00, -0.02, 0.01]}

No. 6
{"formula": "C8H14O", "method": "ωB97M-V/def2-TZVPD", "mol_weight_g_mol": 126.20, "e_lumo_ev": 0.915, "de_lowest_kcal_mol": 122.3, "largest_force_ev_per_a": 6.6, "gap_ev": 10.154, "total_charge": 0, "symbols": ["C", "C", "C", "C", "C", "C", "C", "C", "O", "H", "H", "H", "H", "H", "H", "H", "H", "H", "H", "H", "H", "H", "H"], "xyz": [[0.6714, 1.4379, 1.7491], [0.9802, 0.4642, 2.3443], [0.0662, -0.9596, -0.3583], [-0.4824, -0.4805, -1.6916], [-0.2906, 2.4538, 1.0560], [1.6770, -0.6298, 3.0255], [-0.4814, -1.7998, -2.6647], [-1.1926, 0.7826, -1.6738], [0.7084, -0.1196, -1.2265], [0.1058, -2.1737, -0.2944], [-0.2799, -0.4595, 0.5793], [-1.1727, 1.8032, 0.7886], [-0.5266, 3.2542, 1.7026], [0.2320, 2.9107, 0.1995], [1.9801, -0.4600, 4.0620], [0.9639, -1.5292, 3.0150], [2.5920, -1.1745, 2.6402], [-1.1684, -2.5652, -2.3137], [0.4302, -2.3585, -2.4096], [-0.6534, -1.6724, -3.7234], [-1.0767, 1.2563, -0.6394], [-2.2718, 0.5104, -1.8598], [-0.8107, 1.5091, -2.3066]], "nbo_charge": [0.01, -0.05, -0.13, 0.23, -0.65, -0.70, -0.64, -0.62, -0.49, 0.17, 0.20, 0.23, 0.23, 0.23, 0.24, 0.23, 0.24, 0.21, 0.22, 0.21, 0.22, 0.20, 0.21]}